## i
Formula: C2H5N2S
Source: the OMol25 dataset
Level of theory: the ωB97M-V functional and the def2-TZVPD basis

Element x y z (Å)
C (1.007, -0.242, -0.109)
C (-0.401, 0.510, 0.200)
N (-1.860, 0.739, -0.159)
N (1.476, -1.427, 0.006)
S (1.201, 1.372, -0.234)
H (-0.404, 0.360, 1.306)
H (-2.194, 1.553, 0.328)
H (0.860, -2.181, 0.101)
H (-2.219, 0.706, -1.176)
H (2.534, -1.390, -0.263)

The calculation puts the LUMO energy at -4.7 eV. The charge is +1.

## ii
Formula: C2H5N2S
Source: the OMol25 dataset
Level of theory: the ωB97M-V functional and the def2-TZVPD basis

Element x y z (Å)
C (-0.558, -0.189, 0.051)
C (1.728, -0.255, -0.302)
N (0.281, 0.827, 0.104)
N (-1.859, -0.148, 0.238)
S (0.437, -1.556, -0.350)
H (2.103, 0.073, -1.260)
H (2.406, -0.271, 0.538)
H (0.223, 1.767, 0.457)
H (-2.336, 0.720, 0.435)
H (-2.427, -0.969, 0.089)

The calculation puts the LUMO energy at -4.6 eV. The charge is +1.

## iii
Formula: C2H5N2S
Source: the OMol25 dataset
Level of theory: the ωB97M-V functional and the def2-TZVPD basis

Element x y z (Å)
C (-0.103, 0.263, 0.242)
C (-0.564, -1.568, -1.754)
N (0.841, 0.983, -0.180)
N (-0.343, 0.104, 1.518)
S (-0.712, -2.627, -2.821)
H (-0.717, -0.158, -0.526)
H (-1.187, -0.253, 1.971)
H (1.074, 1.095, -1.151)
H (1.358, 1.613, 0.507)
H (0.353, 0.547, 2.194)

The calculation puts the LUMO energy at -4.0 eV. The charge is +1.

Going by the computed energies, the most stable comes first: ii, iii, i.

## i
Formula: C5H7Cl
Source: the OMol25 dataset
Level of theory: the ωB97M-V functional and the def2-TZVPD basis

Element x y z (Å)
Cl (-2.337, 0.787, 0.144)
C (-1.638, -0.630, -0.212)
C (-0.936, -1.267, -1.108)
C (-1.150, -1.919, 0.302)
H (-0.377, -1.521, -2.010)
H (-1.773, -2.836, 0.341)
H (-0.354, -1.825, 0.957)
C (1.527, 1.792, -0.343)
C (1.296, 1.271, 0.881)
H (2.504, 1.753, -0.808)
H (0.760, 2.383, -0.776)
H (2.119, 0.739, 1.263)
H (0.358, 1.274, 1.369)

The calculation puts the LUMO energy at 1.0 eV. The charge is 0.

## ii
Formula: C5H7Cl
Source: the OMol25 dataset
Level of theory: the ωB97M-V functional and the def2-TZVPD basis

Element x y z (Å)
C (1.811, 0.879, -1.598)
C (0.570, 0.781, -2.066)
C (-0.435, -0.250, -1.731)
C (-0.635, -0.750, -0.495)
C (0.167, -0.334, 0.653)
Cl (-0.785, -0.128, 2.273)
H (2.222, 0.019, -0.963)
H (2.642, 1.523, -1.962)
H (0.246, 1.460, -2.831)
H (-0.948, -0.658, -2.579)
H (-1.320, -1.535, -0.298)
H (0.919, -1.155, 0.870)
H (0.712, 0.575, 0.543)

The calculation puts the LUMO energy at 0.7 eV. The charge is 0.

## iii
Formula: C5H7Cl
Source: the OMol25 dataset
Level of theory: the ωB97M-V functional and the def2-TZVPD basis

Element x y z (Å)
Cl (0.516, 1.898, -2.310)
C (0.272, 0.740, -1.021)
C (1.035, -0.356, -0.864)
C (0.571, -1.059, 0.435)
C (-0.738, -0.349, 0.875)
C (-0.776, 0.961, 0.042)
H (1.794, -0.828, -1.464)
H (0.481, -2.131, 0.349)
H (1.352, -0.834, 1.196)
H (-1.634, -0.962, 0.694)
H (-0.680, -0.097, 1.947)
H (-0.455, 1.834, 0.569)
H (-1.738, 1.181, -0.450)

The calculation puts the LUMO energy at 1.1 eV. The charge is 0.

Going by the computed energies, the most stable comes first: iii, ii, i.

## i
Formula: C4H3O3
Source: the OMol25 dataset
Level of theory: the ωB97M-V functional and the def2-TZVPD basis

Element x y z (Å)
O (-2.020, -0.582, 1.300)
C (-1.632, 0.466, 0.713)
O (-2.234, 1.541, 0.489)
C (-0.310, 0.257, 0.055)
C (0.605, -0.574, -0.342)
O (1.073, -1.851, -1.040)
C (1.151, 0.796, -0.037)
H (0.296, -2.441, -1.090)
H (1.201, 1.632, -0.813)
H (1.870, 0.757, 0.765)

The calculation puts the LUMO energy at 3.6 eV. The charge is -1.

## ii
Formula: C4H3O3
Source: the OMol25 dataset
Level of theory: the ωB97M-V functional and the def2-TZVPD basis

Element x y z (Å)
C (-1.479, -0.748, -0.107)
C (-0.235, 0.589, -0.089)
C (0.517, 1.641, -0.063)
O (1.301, 2.520, -0.240)
C (1.291, -0.296, 0.224)
O (1.328, -0.689, 1.372)
O (1.944, -0.459, -0.782)
H (-1.257, -1.108, -1.046)
H (-2.367, -0.233, 0.052)
H (-1.043, -1.217, 0.679)

The calculation puts the LUMO energy at 4.0 eV. The charge is -1.

Going by the computed energies, the most stable comes first: ii, i.

## i
Formula: C5H8N2S
Source: the OMol25 dataset
Level of theory: the ωB97M-V functional and the def2-TZVPD basis

Element x y z (Å)
C (1.679, 1.279, 0.031)
C (0.730, 0.124, -0.173)
C (0.178, -0.198, -1.530)
C (-0.759, 0.221, -0.453)
N (-1.328, -0.870, 0.311)
S (-2.890, -0.871, 0.941)
C (-0.242, -1.486, 0.945)
N (0.907, -1.008, 0.711)
H (1.423, 2.102, -0.610)
H (2.718, 0.956, -0.166)
H (1.625, 1.635, 1.077)
H (0.156, -1.201, -1.845)
H (0.367, 0.526, -2.302)
H (-1.349, 1.133, -0.486)
H (-2.747, 0.008, 2.000)
H (-0.468, -2.351, 1.550)

The calculation puts the LUMO energy at 0.7 eV. The charge is 0.

## ii
Formula: C5H8N2S
Source: the OMol25 dataset
Level of theory: the ωB97M-V functional and the def2-TZVPD basis

Element x y z (Å)
C (-1.669, 1.279, -1.194)
C (-0.055, 0.112, 0.284)
C (1.854, -0.254, 1.410)
C (1.792, -1.223, 0.537)
C (0.610, -1.143, -0.140)
H (-2.825, 1.374, -1.196)
H (-1.101, 0.799, -2.076)
H (-1.298, 2.585, -1.046)
H (-1.971, 0.863, 0.639)
H (0.573, 1.249, 2.000)
H (2.699, 0.047, 2.081)
H (2.689, -1.948, 0.259)
H (-0.820, -2.920, -1.073)
N (-1.228, 0.472, -0.129)
N (0.805, 0.690, 1.191)
S (-0.055, -1.982, -1.547)

The calculation puts the LUMO energy at 0.7 eV. The charge is 0.

## iii
Formula: C5H8N2S
Source: the OMol25 dataset
Level of theory: the ωB97M-V functional and the def2-TZVPD basis

Element x y z (Å)
C (-2.926, 0.437, 0.131)
N (-2.123, -0.561, 0.212)
N (-0.822, -0.224, -0.039)
C (0.230, -1.162, -0.456)
C (1.126, -0.025, -0.512)
C (2.177, -0.007, 0.631)
C (-0.018, 0.900, -0.285)
S (-0.043, 2.518, -0.096)
H (-3.881, 0.185, 0.542)
H (-2.758, 1.571, -0.128)
H (-0.016, -1.756, -1.369)
H (0.391, -1.944, 0.338)
H (1.413, 0.187, -1.523)
H (3.009, -0.633, 0.206)
H (2.412, 1.031, 0.747)
H (1.829, -0.518, 1.603)

The calculation puts the LUMO energy at 0.2 eV. The charge is 0.

Going by the computed energies, the most stable comes first: i, iii, ii.

## i
Formula: C7H14N2
Source: the OMol25 dataset
Level of theory: the ωB97M-V functional and the def2-TZVPD basis

Element x y z (Å)
C (0.707, -2.687, -1.596)
C (0.766, -1.360, -1.689)
C (-0.239, -0.296, -0.720)
C (-0.573, 0.932, -1.549)
C (0.618, -0.166, 0.482)
N (1.814, 0.556, 0.375)
C (-0.666, 0.701, 1.524)
C (-0.153, 1.399, 2.548)
N (-2.042, 0.587, 1.390)
H (0.110, -3.178, -0.829)
H (1.261, -3.341, -2.267)
H (1.424, -0.887, -2.416)
H (-1.101, -0.943, -0.565)
H (-0.739, 0.651, -2.593)
H (0.223, 1.681, -1.542)
H (-1.476, 1.412, -1.167)
H (0.765, -1.115, 1.000)
H (2.131, 0.787, -0.559)
H (1.990, 1.399, 0.907)
H (-0.772, 1.888, 3.298)
H (0.913, 1.420, 2.755)
H (-2.590, 0.849, 2.206)
H (-2.370, -0.290, 1.006)

The calculation puts the LUMO energy at 1.0 eV. The charge is 0.

## ii
Formula: C7H14N2
Source: the OMol25 dataset
Level of theory: the ωB97M-V functional and the def2-TZVPD basis

Element x y z (Å)
C (0.216, -1.542, 1.051)
C (0.254, -0.731, -0.225)
C (-0.571, -1.284, -1.364)
C (1.305, 0.097, -0.470)
C (2.123, 0.662, 0.632)
N (1.533, 0.677, -1.716)
H (-0.734, -2.068, 1.142)
H (0.327, -0.902, 1.925)
H (1.013, -2.289, 1.081)
H (-0.904, -0.500, -2.047)
H (-1.450, -1.800, -0.984)
H (0.001, -2.004, -1.951)
H (1.439, 1.379, 1.186)
H (2.423, -0.097, 1.346)
H (3.003, 1.174, 0.248)
H (0.801, 0.570, -2.401)
H (1.902, 1.609, -1.687)
C (-2.513, 0.975, 0.519)
C (-1.222, 1.451, 0.973)
N (-0.423, 2.083, 1.525)
H (-2.622, 1.155, -0.551)
H (-2.586, -0.098, 0.709)
H (-3.314, 1.485, 1.059)

The calculation puts the LUMO energy at 0.7 eV. The charge is 0.

Going by the computed energies, the most stable comes first: ii, i.

## i
Formula: C7H14N2
Source: the OMol25 dataset
Level of theory: the ωB97M-V functional and the def2-TZVPD basis

Element x y z (Å)
C (-0.389, -1.544, 1.681)
C (-0.043, -1.357, -1.259)
C (0.968, -2.017, 2.128)
C (-0.149, 0.420, 0.751)
C (-0.158, 1.540, -1.480)
C (-0.161, -0.312, -0.244)
N (-0.285, 1.400, 1.638)
N (0.908, 1.624, -2.360)
C (-1.311, 2.200, -1.627)
H (-0.979, 2.099, 1.406)
H (0.571, 1.784, 2.012)
H (0.873, 2.351, -3.074)
H (1.826, 1.523, -1.956)
H (-0.992, -1.083, 2.459)
H (-0.979, -2.282, 1.144)
H (0.517, -2.213, -0.881)
H (-1.039, -1.694, -1.552)
H (0.454, -0.957, -2.142)
H (-2.159, 2.005, -0.981)
H (-1.471, 2.945, -2.412)
H (0.904, -2.868, 2.819)
H (1.583, -2.339, 1.283)
H (1.513, -1.227, 2.650)

The calculation puts the LUMO energy (spin up / spin down) at 0.8 / 0.8 eV. The charge is 0.

## ii
Formula: C7H14N2
Source: the OMol25 dataset
Level of theory: the ωB97M-V functional and the def2-TZVPD basis

Element x y z (Å)
C (2.769, 0.503, -0.056)
C (0.397, -0.348, -0.870)
C (-0.623, -1.172, -1.146)
C (-1.662, -0.242, -0.596)
C (-1.042, 0.736, 0.545)
C (0.139, -0.098, 0.518)
C (-0.277, -1.411, 1.522)
H (2.844, 1.590, -0.641)
H (2.678, 0.948, 1.072)
H (3.813, 0.066, -0.385)
H (0.343, 0.858, -1.343)
H (-0.433, -2.213, -0.643)
H (-1.060, -1.352, -2.141)
H (-1.909, 0.309, -1.461)
H (-2.716, -0.835, -0.557)
H (-1.700, 0.456, 1.488)
H (-0.157, 2.600, -0.593)
H (-2.071, 2.374, 0.160)
H (1.315, -1.870, 1.811)
H (-1.148, -2.534, 0.306)
H (-1.162, -0.901, 2.845)
N (1.484, -0.338, -0.174)
N (-1.033, 2.151, 0.256)

The calculation puts the LUMO energy at -0.2 eV. The charge is 0.

## iii
Formula: C7H14N2
Source: the OMol25 dataset
Level of theory: the ωB97M-V functional and the def2-TZVPD basis

Element x y z (Å)
C (0.853, -3.226, -1.761)
C (0.927, -1.747, -1.854)
C (-0.036, -0.806, -1.989)
N (0.493, 0.448, -1.759)
C (1.839, 0.172, -1.452)
N (2.092, -1.087, -1.474)
H (1.384, -3.483, -0.849)
H (1.172, -3.680, -2.703)
H (-0.184, -3.569, -1.720)
H (-1.061, -0.966, -2.287)
H (0.037, 1.270, -2.142)
H (2.494, 1.016, -1.323)
C (-1.993, 1.922, 1.388)
C (-1.086, 0.871, 2.083)
C (0.335, 1.369, 2.355)
H (-3.018, 1.718, 1.702)
H (-1.946, 1.879, 0.294)
H (-1.744, 2.941, 1.634)
H (-1.520, 0.703, 3.074)
H (-1.170, -0.048, 1.517)
H (0.595, 2.225, 1.738)
H (0.490, 1.511, 3.421)
H (1.047, 0.568, 2.107)

The calculation puts the LUMO energy at 0.8 eV. The charge is 0.

## iv
Formula: C7H14N2
Source: the OMol25 dataset
Level of theory: the ωB97M-V functional and the def2-TZVPD basis

Element x y z (Å)
C (2.676, -0.584, 0.142)
C (1.156, -0.578, -0.066)
C (0.456, -0.628, 1.295)
C (0.751, 0.695, -0.829)
N (0.801, -1.796, -0.783)
H (2.969, -1.504, 0.650)
H (3.192, -0.539, -0.815)
H (2.986, 0.266, 0.746)
H (-0.623, -0.667, 1.162)
H (0.768, -1.511, 1.832)
H (0.707, 0.250, 1.889)
H (-0.313, 0.684, -1.041)
H (1.287, 0.752, -1.774)
H (0.986, 1.587, -0.249)
H (1.233, -1.802, -1.701)
H (-0.205, -1.848, -0.918)
C (-2.626, 2.074, 0.115)
C (-2.849, 0.816, 0.466)
C (-2.635, -0.268, -0.404)
N (-2.451, -1.160, -1.103)
H (-2.787, 2.884, 0.803)
H (-2.276, 2.333, -0.870)
H (-3.204, 0.546, 1.453)

The calculation puts the LUMO energy at 0.2 eV. The charge is 0.

Going by the computed energies, the most stable comes first: iii, iv, i, ii.